The molecule C6H8N2. Source: the OMol25 dataset; level of theory: the ωB97M-V functional and the def2-TZVPD basis.

Geometry as ORCA input:
```
! RIJCOSX wB97M-V def2-TZVPD def2/J DEFGRID3
* xyz 0 1
C 0.295 2.468 -0.302
C 0.729 1.288 -0.685
C 0.118 0.049 -0.215
C 0.516 -1.032 1.015
C -0.665 -0.395 1.919
C -0.065 -1.003 -1.180
H -0.798 2.579 0.182
H 0.692 3.425 -0.611
H 1.651 1.124 -1.135
H 0.207 -2.229 0.773
H 1.595 -0.916 1.295
H -1.008 -0.974 2.805
H -0.328 0.414 2.424
H -1.165 1.311 0.421
N -1.195 0.203 0.473
N 0.278 -2.059 -1.827
*
```

Values from the calculation:
HOMO = -9.42 eV
LUMO level = 0.67 eV
Molar mass = 108.1 g mol⁻¹
Energy relative to the best compared isomer or geometry (same formula, charge and spin) = 146.8 kcal/mol
Frontier orbital gap = 0.371 Eh
Electronic energy = -342.700005 Ha